Entry 1:
Below is a structure of composition C7H21NO3Rb at a distorted geometry, with properties calculated with ωB97M-V/def2-TZVPD.

Geometry as XYZ:
```
33
Properties=species:S:1:pos:R:3:lowdin_charge:R:1
Rb -1.186 1.334 1.700 0.889
C 1.011 -0.684 6.154 -0.136
O 1.135 -1.160 4.791 -0.141
H 1.879 -0.704 6.813 0.080
H 0.710 0.363 6.150 0.071
H 0.194 -1.267 6.579 0.078
H 1.258 -2.112 4.799 0.071
C -4.021 -4.035 2.099 -0.058
C -3.088 -3.958 0.819 -0.316
O -3.122 -2.715 0.176 -0.094
H -3.586 -3.410 2.879 0.056
H -4.012 -5.017 2.571 0.072
H -5.019 -3.678 1.843 0.073
H -3.550 -4.564 0.040 0.105
H -2.101 -4.379 1.010 0.105
H -2.790 -2.852 -0.715 0.084
C 0.559 3.216 -4.534 -0.060
C 0.636 2.631 -3.058 -0.394
C 2.068 2.017 -2.839 -0.148
O 1.982 1.142 -1.666 -0.229
C 3.234 0.503 -1.333 -0.102
N 0.265 3.729 -2.176 0.013
H -0.407 3.636 -4.813 0.072
H 0.804 2.435 -5.253 0.065
H 1.321 3.970 -4.729 0.076
H -0.020 1.788 -2.843 0.127
H 2.759 2.813 -2.562 0.130
H 2.193 1.330 -3.676 0.128
H 3.314 -0.520 -1.701 0.085
H 3.385 0.462 -0.255 0.076
H 4.110 1.081 -1.629 0.084
H -0.694 4.043 -2.219 0.066
H 0.782 4.562 -2.419 0.070
```

Computed properties:
* total charge: +1
* HOMO: -11.6 eV

Entry 2:
Below is a cluster of 12 separate species, C39H102O15 in total at a distorted geometry, with properties calculated with ωB97M-V/def2-TZVPD.

Geometry as XYZ:
```
156
Properties=species:S:1:pos:R:3:lowdin_charge:R:1
C 3.256 2.863 0.221 -0.039
C 2.773 3.578 -1.016 -0.438
C 1.509 2.900 -1.624 -0.015
O 2.470 4.934 -0.601 -0.079
H 2.548 2.766 0.983 0.045
H 4.128 3.469 0.512 0.094
H 3.679 1.932 -0.059 0.068
H 3.485 3.544 -1.793 0.090
H 0.798 2.697 -0.769 0.086
H 1.916 1.867 -1.946 0.098
H 1.073 3.536 -2.348 0.055
H 3.059 5.527 -1.105 0.117
C -2.032 4.859 -4.679 -0.060
C -2.248 4.695 -3.197 -0.517
C -3.714 4.663 -2.844 -0.063
O -1.648 3.569 -2.588 -0.041
H -2.538 4.110 -5.320 0.093
H -0.962 4.982 -4.870 0.074
H -2.290 5.900 -4.912 0.080
H -1.848 5.576 -2.684 0.138
H -4.195 5.482 -3.350 0.070
H -3.903 4.737 -1.802 0.057
H -4.245 3.710 -3.136 0.100
H -0.776 3.809 -2.313 0.024
C 0.285 -0.535 0.635 -0.025
C 1.172 -1.287 -0.409 -0.419
C 1.113 -2.829 -0.158 -0.026
O 0.809 -1.029 -1.754 -0.079
H 0.001 0.510 0.299 0.087
H 0.860 -0.481 1.578 0.077
H -0.655 -1.067 0.834 0.050
H 2.204 -0.923 -0.297 0.134
H 0.114 -3.215 -0.417 0.072
H 1.450 -3.099 0.853 0.078
H 1.783 -3.341 -0.859 0.067
H -0.031 -1.449 -1.955 0.047
C 1.824 0.913 -5.835 -0.032
C 1.790 -0.303 -4.861 -0.420
C 2.586 -1.451 -5.374 -0.063
O 2.441 0.093 -3.583 -0.131
H 1.174 1.697 -5.409 0.087
H 1.536 0.627 -6.803 0.054
H 2.883 1.300 -5.879 0.071
H 0.728 -0.548 -4.640 0.138
H 2.523 -2.244 -4.717 0.045
H 3.670 -1.195 -5.447 0.100
H 2.144 -1.831 -6.322 0.097
H 1.808 -0.122 -2.847 0.050
C 5.876 3.372 -4.771 -0.036
C 5.028 2.124 -4.404 -0.491
C 5.763 1.026 -3.661 -0.060
O 3.939 2.548 -3.577 -0.099
H 5.356 4.038 -5.423 0.062
H 6.890 3.074 -5.215 0.103
H 6.110 3.830 -3.842 0.057
H 4.617 1.720 -5.320 0.098
H 6.174 1.473 -2.753 0.076
H 6.630 0.632 -4.178 0.067
H 5.107 0.133 -3.351 0.099
H 3.356 1.750 -3.688 0.052
C -1.720 6.018 1.816 -0.051
C -0.263 5.927 1.497 -0.491
C 0.394 4.712 2.073 -0.075
O -0.047 6.004 0.051 -0.060
H -2.112 5.038 1.586 0.055
H -2.304 6.765 1.337 0.070
H -1.863 6.166 2.914 0.099
H 0.236 6.770 2.022 0.136
H 1.446 4.910 1.903 0.071
H 0.073 3.803 1.533 0.090
H 0.120 4.589 3.125 0.080
H 0.836 5.649 -0.156 0.030
C -3.967 -2.135 -2.778 -0.058
C -2.593 -1.599 -3.256 -0.424
C -2.607 -0.059 -3.413 -0.047
O -1.674 -2.143 -2.263 -0.113
H -4.804 -1.906 -3.430 0.081
H -4.187 -1.798 -1.748 0.091
H -3.861 -3.205 -2.713 0.053
H -2.314 -2.063 -4.246 0.140
H -1.631 0.408 -3.424 0.054
H -3.271 0.323 -2.612 0.080
H -2.919 0.265 -4.452 0.097
H -2.177 -2.809 -1.697 0.070
C 3.708 -7.736 -1.238 -0.069
C 2.453 -7.335 -0.494 -0.451
C 2.826 -6.719 0.870 -0.056
O 1.752 -6.273 -1.236 -0.068
H 3.494 -8.092 -2.239 0.079
H 4.231 -8.489 -0.593 0.093
H 4.340 -6.857 -1.253 0.077
H 1.782 -8.189 -0.300 0.139
H 3.201 -5.703 0.656 0.083
H 3.684 -7.319 1.297 0.094
H 2.013 -6.716 1.582 0.040
H 2.204 -5.464 -1.084 0.023
C -4.055 -5.427 -0.735 -0.046
C -2.815 -5.147 0.112 -0.499
C -1.770 -6.188 -0.099 -0.059
O -2.284 -3.874 -0.164 -0.093
H -3.763 -5.575 -1.782 0.085
H -4.765 -4.671 -0.630 0.051
H -4.487 -6.382 -0.373 0.093
H -3.124 -5.147 1.185 0.147
H -0.942 -6.047 0.643 0.072
H -1.253 -6.045 -1.075 0.097
H -2.030 -7.235 0.027 0.082
H -1.820 -3.498 0.626 0.067
C 2.368 3.634 4.963 -0.080
O 1.695 2.486 5.546 -0.202
C 2.225 1.286 5.053 -0.223
C 1.401 0.069 5.525 -0.148
O 0.218 -0.152 4.712 -0.219
C -0.899 0.111 5.464 -0.146
H 1.926 4.556 5.376 0.090
H 2.086 3.621 3.891 0.059
H 3.494 3.580 5.141 0.108
H 3.276 1.144 5.402 0.127
H 2.249 1.276 3.921 0.136
H 1.000 0.162 6.474 0.089
H 2.027 -0.827 5.405 0.128
H -1.708 -0.029 4.661 0.096
H -0.897 1.172 5.733 0.096
H -1.166 -0.613 6.224 0.090
C -4.048 1.190 1.160 -0.115
O -3.785 1.339 2.550 -0.195
C -2.982 2.489 2.845 -0.203
C -3.378 3.074 4.154 -0.246
O -4.456 3.951 3.933 -0.175
C -5.046 4.285 5.168 -0.108
H -4.193 2.164 0.618 0.092
H -5.011 0.662 1.034 0.094
H -3.190 0.735 0.595 0.088
H -3.104 3.294 2.100 0.105
H -1.913 2.145 2.845 0.134
H -2.601 3.484 4.795 0.120
H -3.699 2.228 4.778 0.123
H -4.289 4.766 5.847 0.107
H -5.548 3.420 5.562 0.082
H -5.800 5.007 4.878 0.086
C -2.567 -1.767 2.404 -0.115
O -1.654 -2.808 2.231 -0.238
C -0.849 -3.072 3.383 -0.160
C -0.243 -4.452 3.343 -0.198
O -1.128 -5.578 3.308 -0.175
C -0.405 -6.769 3.578 -0.101
H -2.168 -0.781 2.640 0.066
H -3.257 -1.999 3.258 0.112
H -3.214 -1.769 1.502 0.102
H -1.539 -3.056 4.271 0.144
H -0.041 -2.339 3.526 0.122
H 0.398 -4.515 4.280 0.145
H 0.407 -4.584 2.522 0.092
H 0.234 -6.745 4.439 0.084
H 0.164 -7.061 2.675 0.075
H -1.113 -7.526 3.701 0.070
```

Computed properties:
* SMILES: CC(C)O.CC(C)O.CC(C)O.CC(C)O.CC(C)O.CC(C)O.CC(C)O.CC(C)O.CC(C)O.COCCOC.COCCOC.COCCOC
* HOMO: -9.6 eV
* energy relative to the best compared isomer or geometry (same formula, charge and spin): 64.7 kJ/mol

Entry 3:
Below is a structure of composition CHIOS2 at a distorted geometry, with properties calculated with ωB97M-V/def2-TZVPD.

Geometry as XYZ:
```
6
Properties=species:S:1:pos:R:3:lowdin_charge:R:1
C -0.424 -0.683 0.398 -1.199
O 1.866 0.967 -0.911 -0.621
S 0.232 0.557 1.392 0.501
S 0.462 1.218 -0.560 0.600
I -2.416 -0.811 -0.210 0.771
H 0.280 -1.248 -0.110 -0.051
```

Computed properties:
* HOMO (spin up / spin down): -8.8 / -8.8 eV
* energy relative to the best compared isomer or geometry (same formula, charge and spin): 223.7 kJ/mol

Entry 4:
Below is a cluster of 3 separate species, C21H20BN3O15S in total at a distorted geometry, with properties calculated with ωB97M-V/def2-TZVPD.

Geometry as XYZ:
```
61
Properties=species:S:1:pos:R:3:lowdin_charge:R:1
C -1.160 1.382 3.580 0.012
B -2.663 1.010 3.877 -0.433
O -3.332 1.699 4.834 0.182
C -3.471 -0.170 3.123 -0.213
C -2.614 -1.387 2.704 -0.140
C -2.362 -1.565 1.193 -0.395
S -0.689 -0.949 0.823 1.025
C -0.160 -1.689 -0.676 -0.698
N 0.440 -2.777 -0.820 0.082
N 0.687 -2.925 -2.160 0.077
C 0.216 -1.919 -2.737 -0.193
O -0.350 -1.072 -1.873 0.009
O -4.277 -0.722 4.238 0.068
C -5.337 -1.334 3.642 -0.524
O -5.774 -2.420 3.915 0.174
O -5.776 -0.507 2.657 0.099
C -4.636 0.252 2.222 -0.172
C -5.108 1.713 2.281 -0.133
O -5.830 1.969 3.483 -0.101
N -6.853 2.935 3.285 0.004
O -6.443 3.967 2.931 0.088
H -0.531 0.781 4.245 0.085
H -0.946 2.415 3.826 0.069
H -0.856 1.138 2.566 0.019
H -2.771 1.849 5.599 0.126
H -2.986 -2.314 3.115 0.132
H -1.636 -1.247 3.162 0.091
H -3.073 -1.052 0.558 0.065
H -2.459 -2.619 0.963 0.092
H 0.277 -1.750 -3.789 0.141
H -4.564 0.072 1.152 0.149
H -5.810 1.840 1.459 0.128
H -4.302 2.431 2.121 0.133
O 3.257 5.037 -0.035 0.111
C 2.440 4.223 -0.421 -0.318
C 2.680 2.789 -0.438 0.077
C 1.739 1.952 -0.894 -0.222
O 1.934 0.635 -0.924 0.105
C 0.410 2.459 -1.398 -0.307
O -0.410 1.663 -1.810 0.105
C 0.167 3.895 -1.359 0.075
C 1.111 4.726 -0.901 -0.241
O 0.940 6.042 -0.841 0.115
H 3.636 2.440 -0.075 0.137
H 1.120 0.226 -1.274 0.068
H -0.793 4.248 -1.707 0.135
H 1.771 6.404 -0.477 0.120
O 5.689 -4.776 -1.743 0.116
C 5.508 -3.997 -2.657 -0.311
C 4.430 -3.018 -2.679 0.079
C 4.291 -2.206 -3.733 -0.236
O 3.328 -1.289 -3.810 0.095
C 5.214 -2.271 -4.913 -0.317
O 5.013 -1.513 -5.843 0.107
C 6.304 -3.234 -4.882 0.074
C 6.449 -4.045 -3.827 -0.238
O 7.424 -4.942 -3.741 0.117
H 3.767 -2.981 -1.827 0.130
H 3.453 -0.845 -4.670 0.118
H 6.973 -3.260 -5.730 0.136
H 7.298 -5.394 -2.886 0.121
```

Computed properties:
* SMILES: CB(O)[C@@]1(CCSc2nnco2)OC(=O)O[C@H]1CON=O.O=C1C=C(O)C(=O)C=C1O.O=C1C=C(O)C(=O)C=C1O
* HOMO: -9.8 eV

Entry 5:
Below is a cluster of 2 separate species, C29H34BrN2 in total at a distorted geometry, with properties calculated with ωB97M-V/def2-TZVPD.

Geometry as XYZ:
```
66
Properties=species:S:1:pos:R:3:lowdin_charge:R:1
C 3.405 -3.068 2.873 -0.049
C 2.925 -1.706 2.472 -0.259
C 1.565 -1.411 2.537 -0.008
C 1.070 -0.138 2.259 -0.194
C -0.413 0.030 2.479 -0.031
C 1.942 0.864 1.783 -0.148
C 1.407 2.224 1.371 -0.298
C 0.984 3.054 2.597 -0.035
C 0.269 2.160 0.296 -0.124
C 0.507 1.220 -0.809 0.143
C -0.091 1.243 -2.079 -0.110
C 0.624 0.701 -3.213 -0.174
C 2.067 0.307 -3.094 -0.020
C -0.001 0.555 -4.433 0.001
C -1.356 0.861 -4.606 -0.220
C -2.074 0.415 -5.843 -0.018
C -2.008 1.541 -3.572 0.012
C -1.425 1.749 -2.330 -0.169
C -2.242 2.434 -1.276 -0.027
C 3.324 0.579 1.714 -0.208
C 4.343 1.608 1.277 -0.045
C 3.789 -0.693 2.043 -0.002
H 4.488 -3.163 2.759 0.078
H 3.157 -3.279 3.923 0.091
H 2.926 -3.856 2.276 0.087
H 0.860 -2.195 2.838 0.130
H -0.743 1.064 2.594 0.053
H -0.986 -0.422 1.656 0.067
H -0.716 -0.500 3.396 0.103
H 2.229 2.782 0.906 0.122
H 1.814 3.101 3.316 0.097
H 0.721 4.081 2.309 0.088
H 0.122 2.624 3.120 0.071
H -0.672 1.861 0.791 0.118
H 0.131 3.197 -0.079 0.144
H 1.309 0.506 -0.624 0.132
H 2.385 -0.193 -4.020 0.093
H 2.724 1.176 -2.939 0.106
H 2.247 -0.394 -2.270 0.094
H 0.562 0.130 -5.269 0.139
H -3.113 0.758 -5.850 0.089
H -1.587 0.793 -6.750 0.101
H -2.084 -0.683 -5.927 0.101
H -3.036 1.883 -3.727 0.133
H -3.152 2.845 -1.733 0.100
H -2.573 1.747 -0.484 0.079
H -1.714 3.261 -0.787 0.086
H 5.350 1.170 1.320 0.082
H 4.188 1.944 0.241 0.079
H 4.355 2.505 1.915 0.091
H 4.858 -0.902 1.963 0.119
C -2.313 -1.157 -0.776 -0.104
N -1.990 -1.814 -1.895 -0.042
N -1.695 -1.873 -3.021 0.247
C -2.691 -1.951 0.356 -0.272
C -3.572 -1.423 1.334 -0.051
C -3.867 -2.139 2.487 -0.116
C -3.283 -3.406 2.678 -0.685
Br -3.605 -4.357 4.288 0.745
C -2.508 -3.991 1.662 -0.111
C -2.204 -3.264 0.509 -0.036
H -2.682 -0.132 -0.853 0.095
H -4.013 -0.436 1.155 0.116
H -4.530 -1.727 3.239 0.105
H -2.140 -5.004 1.790 0.104
H -1.569 -3.697 -0.266 0.112
```

Computed properties:
* total charge: +1
* HOMO: -10.2 eV